1.
79
Properties=species:S:1:pos:R:3 method="wB97M-V/def2-TZVPD" charge=+2 homo_ha="-0.50687 / -0.49728" s_squared=2.06 lumo_energy_ev="-7.429 / -9.163" largest_force_ev_per_a=3.2 homo_lumo_gap_ev="6.36 / 4.37" multiplicity=3 e_tot_ha=-4570.2242
N 6.39 1.96 2.02
C 6.19 0.81 1.37
C 5.33 0.70 0.27
C 4.61 1.84 -0.19
C 4.92 3.06 0.47
C 5.81 3.06 1.56
C 3.54 1.76 -1.19
Pd -2.29 3.21 -2.24
P -2.68 -1.38 -0.46
C 2.65 2.79 -1.43
C 1.48 2.70 -2.24
C 0.66 3.82 -2.25
C -0.54 3.74 -3.02
C -0.90 2.40 -3.26
C -0.08 1.31 -3.49
C 1.20 1.51 -2.98
Br -3.46 1.68 -3.82
H 3.52 0.81 -1.74
H 2.95 3.80 -1.16
H 5.19 -0.28 -0.20
H 4.47 4.01 0.18
H 6.70 -0.07 1.76
H 6.02 3.99 2.11
H 0.85 4.71 -1.62
H 1.96 0.74 -3.06
H -1.03 4.53 -3.61
H -0.46 0.46 -4.05
P -0.35 0.63 1.60
C -1.75 -1.90 -1.98
C -2.57 -2.33 -3.19
H -1.06 -2.71 -1.67
H -1.12 -1.03 -2.24
H -1.89 -2.77 -3.93
H -3.34 -3.09 -2.96
H -3.04 -1.47 -3.68
C -4.25 -0.67 -1.15
C -5.51 -1.52 -1.20
H -4.00 -0.26 -2.15
H -4.42 0.21 -0.50
H -6.34 -0.87 -1.54
H -5.48 -2.34 -1.92
H -5.81 -1.91 -0.22
C -2.97 -2.90 0.51
C -3.70 -4.05 -0.16
H -3.50 -2.56 1.42
H -1.97 -3.23 0.85
H -3.81 -4.85 0.58
H -4.70 -3.76 -0.48
H -3.12 -4.45 -1.01
C -0.10 -0.53 3.01
C -1.24 -1.48 3.30
H 0.13 0.08 3.88
H 0.81 -1.09 2.77
H -1.17 -1.85 4.34
H -2.22 -1.01 3.19
H -1.20 -2.36 2.66
C -1.74 1.59 2.35
C -1.97 2.99 1.78
H -1.55 1.64 3.43
H -2.63 0.96 2.21
H -2.94 3.36 2.12
H -1.19 3.69 2.09
H -2.00 2.97 0.68
C 1.05 1.82 1.91
C 2.32 1.24 2.52
H 0.67 2.65 2.52
H 1.28 2.24 0.91
H 3.07 2.02 2.62
H 2.15 0.81 3.51
H 2.75 0.46 1.88
C 2.62 -3.97 0.44
C 1.33 -3.19 0.62
O 1.41 -1.80 0.26
H 2.81 -4.17 -0.62
H 2.53 -4.93 0.95
H 3.47 -3.43 0.86
H 0.51 -3.65 0.05
H 1.01 -3.17 1.67
H 1.77 -1.74 -0.64

=====

2.
79
Properties=species:S:1:pos:R:3 method="wB97M-V/def2-TZVPD" charge=+4 homo_ha="-0.70163 / -0.76291" s_squared=6.08 lumo_energy_ev="-13.428 / -15.743" largest_force_ev_per_a=4.1 homo_lumo_gap_ev="5.66 / 5.02" multiplicity=5 e_tot_ha=-4560.6760
N -4.80 -0.92 3.18
C -3.75 -0.26 3.63
C -2.92 0.48 2.78
C -3.28 0.62 1.41
C -4.46 -0.03 0.99
C -5.18 -0.78 1.92
C -2.44 1.38 0.50
Pt -0.21 0.21 -1.80
P 2.05 0.62 -1.80
C -2.58 1.37 -0.84
C -1.85 2.31 -1.73
C -2.06 2.27 -3.14
C -1.10 2.87 -3.95
C -0.13 3.59 -3.29
C -0.16 4.01 -1.96
C -1.14 3.40 -1.17
Br 1.48 4.00 -4.33
H -1.56 1.87 0.96
H -3.17 0.60 -1.33
H -1.93 0.80 3.12
H -4.72 -0.08 -0.07
H -3.48 -0.38 4.69
H -6.05 -1.35 1.60
H -2.93 1.76 -3.53
H -1.36 3.71 -0.14
H -1.08 2.77 -5.04
H 0.53 4.77 -1.59
P -0.36 -1.93 -0.89
C 2.46 2.09 -0.80
C 3.36 3.08 -1.51
H 2.94 1.75 0.14
H 1.53 2.58 -0.49
H 3.55 3.95 -0.87
H 4.33 2.68 -1.82
H 2.85 3.48 -2.40
C 1.92 0.84 -3.58
C 3.18 0.87 -4.42
H 1.42 1.82 -3.69
H 1.19 0.14 -4.02
H 2.89 1.14 -5.44
H 3.91 1.61 -4.09
H 3.64 -0.12 -4.48
C 3.34 -0.60 -1.39
C 4.75 -0.12 -1.63
H 3.13 -1.50 -1.98
H 3.20 -0.88 -0.34
H 5.43 -0.97 -1.48
H 4.93 0.25 -2.65
H 5.05 0.66 -0.91
C 0.59 -3.07 0.27
C 2.02 -3.40 -0.12
H 0.05 -4.02 0.37
H 0.56 -2.57 1.25
H 2.29 -4.43 0.20
H 2.21 -3.37 -1.21
H 2.76 -2.73 0.37
C -0.23 -2.79 -2.55
C -1.11 -2.00 -3.53
H -0.51 -3.85 -2.45
H 0.84 -2.72 -2.82
H -0.73 -2.14 -4.54
H -2.15 -2.33 -3.49
H -1.10 -0.90 -3.30
C -2.07 -2.48 -0.37
C -2.20 -2.91 1.10
H -2.37 -3.31 -1.03
H -2.74 -1.63 -0.56
H -3.25 -3.19 1.32
H -1.59 -3.79 1.35
H -1.91 -2.11 1.79
C 1.96 -0.21 3.95
C 1.87 -0.32 2.44
O 0.76 0.40 1.84
H 2.25 0.80 4.24
H 2.70 -0.91 4.33
H 0.98 -0.44 4.40
H 2.81 0.03 1.98
H 1.79 -1.36 2.12
H 0.80 1.30 2.20

=====

3.
101
Properties=species:S:1:pos:R:3 method="wB97M-V/def2-TZVPD" charge=0 homo_ha=-0.33122 lumo_energy_ev=0.237 largest_force_ev_per_a=2.1 homo_lumo_gap_ev=9.25 e_tot_ha=-3998.1281
C 8.77 0.63 0.97
C 8.68 -0.81 0.39
C 8.89 -0.84 -1.13
C 9.22 -2.28 -1.59
C 8.06 -2.98 -2.33
C 6.68 -2.78 -1.68
C 6.01 -4.10 -1.21
C 5.21 -3.87 0.08
C 3.70 -3.67 -0.18
Si 2.89 -2.52 1.08
O 1.64 -1.74 0.28
Si 1.40 -0.13 0.68
C 2.92 0.96 0.44
C 2.92 2.22 1.34
C 3.20 3.54 0.61
C 4.58 3.75 -0.08
N 5.63 2.73 0.06
C 5.96 1.95 -1.09
N 6.56 2.49 -2.05
N 5.70 0.57 -1.21
C 0.07 0.54 -0.53
C -0.94 -0.52 -0.95
O -1.39 -1.23 0.19
C -0.41 -1.48 -2.05
F -1.24 -1.43 -3.09
F 0.78 -1.19 -2.50
F -0.39 -2.70 -1.61
H 7.82 0.93 1.41
H 9.03 1.34 0.19
H 9.49 0.69 1.79
H 7.70 -1.20 0.68
H 9.41 -1.43 0.90
H 9.74 -0.18 -1.30
H 8.02 -0.44 -1.64
H 9.60 -2.89 -0.78
H 10.04 -2.21 -2.30
H 8.08 -2.72 -3.38
H 8.27 -4.05 -2.30
H 6.72 -2.13 -0.81
H 6.03 -2.33 -2.43
H 6.83 -4.78 -0.96
H 5.39 -4.53 -2.00
H 5.32 -4.76 0.70
H 5.58 -3.03 0.65
H 3.54 -3.20 -1.16
H 3.12 -4.59 -0.14
H 2.43 -3.26 2.27
H 3.90 -1.55 1.59
H 0.83 0.02 2.03
H 2.98 1.30 -0.59
H 3.84 0.43 0.63
H 3.62 2.15 2.18
H 1.94 2.31 1.81
H 3.05 4.35 1.33
H 2.40 3.67 -0.13
H 4.97 4.70 0.27
H 4.41 3.89 -1.14
H 5.62 2.21 0.92
H 6.70 3.47 -1.78
H 4.80 0.38 -1.63
H 5.83 0.06 -0.35
H -0.42 1.37 -0.02
H 0.60 0.96 -1.38
H -1.80 0.00 -1.37
H -2.34 -1.14 0.22
C -7.06 0.10 -2.08
C -6.46 0.97 -0.97
C -6.27 2.45 -1.31
F -5.40 2.60 -2.33
F -5.75 3.09 -0.23
F -5.30 0.42 -0.55
F -7.33 0.92 0.09
O -6.14 -0.65 -2.84
C -5.54 -0.06 -3.93
C -4.02 0.01 -3.75
F -3.71 0.75 -2.66
F -3.46 0.61 -4.82
F -6.07 1.16 -4.18
F -5.80 -0.83 -5.00
H -7.67 -0.65 -1.58
H -7.75 0.66 -2.72
H -7.22 2.92 -1.57
H -3.60 -0.99 -3.63
C -9.62 0.26 4.41
C -10.26 -0.44 3.19
C -10.28 0.38 1.90
F -11.01 1.50 2.03
F -10.85 -0.36 0.91
F -11.50 -0.85 3.51
F -9.52 -1.56 2.95
O -10.52 0.86 5.32
C -10.94 2.15 5.07
C -12.45 2.21 4.87
F -12.82 1.46 3.81
F -12.82 3.49 4.62
F -10.27 2.68 4.03
F -10.62 2.88 6.16
H -9.14 -0.54 4.98
H -8.82 0.93 4.12
H -9.26 0.64 1.59
H -12.97 1.85 5.76

=====

4.
90
Properties=species:S:1:pos:R:3 method="wB97M-V/def2-TZVPD" charge=0 homo_ha=-0.35508 lumo_energy_ev=0.378 largest_force_ev_per_a=6.2 homo_lumo_gap_ev=10.04 e_tot_ha=-3428.9706
C -2.74 0.98 3.81
C -4.20 0.97 3.33
O -4.90 1.83 3.71
O -4.66 -0.06 2.53
C -5.42 0.48 1.44
C -6.18 -0.63 0.62
C -5.92 -0.54 -0.92
C -6.40 -1.79 -1.72
C -5.34 -2.55 -2.60
C -4.58 -1.64 -3.62
C -3.01 -1.90 -3.59
C -2.21 -0.72 -3.04
C -0.68 -1.02 -2.92
C -0.05 0.22 -2.29
N 0.40 1.16 -1.89
C -0.12 -1.08 -4.41
C 0.55 0.23 -4.89
C 0.85 0.05 -6.43
O -0.23 0.56 -7.21
C -0.28 -2.31 -2.12
C -0.47 -3.58 -2.93
N -0.62 -4.37 -3.70
C 1.29 -2.22 -1.88
C 1.95 -3.58 -1.55
O 2.03 -3.93 -0.46
I 2.82 -4.90 -3.03
P -1.00 -2.50 -0.41
O -0.29 -1.76 0.63
O -0.85 -4.10 -0.08
O -2.60 -2.20 -0.29
H -2.78 1.19 4.89
H -2.17 1.80 3.36
H -2.26 0.00 3.71
H -6.13 1.24 1.81
H -4.71 1.02 0.77
H -7.26 -0.39 0.76
H -6.00 -1.64 1.02
H -6.52 0.32 -1.27
H -4.85 -0.30 -1.07
H -6.84 -2.55 -1.04
H -7.22 -1.45 -2.37
H -5.83 -3.38 -3.16
H -4.65 -3.05 -1.90
H -4.74 -0.57 -3.40
H -4.93 -1.92 -4.63
H -2.69 -2.18 -4.61
H -2.89 -2.81 -2.98
H -2.30 0.12 -3.76
H -2.62 -0.31 -2.10
H -0.93 -1.29 -5.13
H 0.62 -1.89 -4.54
H -0.11 1.11 -4.82
H 1.55 0.41 -4.44
H 1.08 -1.01 -6.65
H 1.73 0.68 -6.64
H -0.10 1.51 -7.28
H 1.82 -1.80 -2.76
H 1.52 -1.54 -1.03
H -1.66 -4.41 0.35
H -2.64 -1.39 0.26
C 2.33 0.59 5.73
C 3.13 0.29 4.46
C 2.34 0.86 3.28
S 1.40 2.23 3.92
O 0.00 1.90 3.82
O 1.93 3.47 3.40
C 1.91 2.05 5.62
H 2.92 0.40 6.63
H 1.44 -0.05 5.77
H 4.11 0.77 4.52
H 3.30 -0.78 4.33
H 3.00 1.21 2.49
H 1.64 0.13 2.88
H 1.09 2.31 6.29
H 2.76 2.71 5.78
C 8.19 3.47 2.28
C 7.24 3.91 3.40
C 5.81 3.76 2.87
S 5.86 2.47 1.63
O 5.57 3.04 0.34
O 5.16 1.30 2.13
C 7.62 2.17 1.73
H 9.21 3.34 2.64
H 8.21 4.23 1.49
H 7.38 3.25 4.26
H 7.44 4.93 3.72
H 5.11 3.48 3.65
H 5.47 4.68 2.38
H 8.01 1.91 0.74
H 7.78 1.35 2.42

=====

5.
85
Properties=species:S:1:pos:R:3 method="wB97M-V/def2-TZVPD" charge=+1 homo_ha=-0.39010 lumo_energy_ev=-4.604 largest_force_ev_per_a=7.8 homo_lumo_gap_ev=6.01 e_tot_ha=-2219.8861
C 5.01 -3.21 -0.68
C 3.79 -3.02 -1.17
N 2.44 -2.40 -1.38
C 1.33 -2.89 -0.53
C -0.13 -2.28 -0.62
C -1.35 -2.74 0.31
C -1.55 -4.35 0.41
S -3.26 -4.85 1.03
C -4.56 -3.87 0.11
N -5.39 -4.29 -1.05
N -6.21 -3.23 -1.33
C -6.03 -2.07 -0.47
O -4.97 -2.53 0.40
C -0.32 -1.11 -1.71
C -1.75 -0.38 -1.89
C -2.09 0.41 -0.49
C -2.26 2.01 -0.68
C 0.89 -0.61 -2.61
C 0.85 0.57 -3.70
C 2.29 -1.35 -2.37
O 3.40 -0.92 -3.19
H 6.06 -3.27 -0.18
H 1.53 -3.75 0.24
H -1.13 -2.32 1.38
H -2.35 -2.25 -0.01
H -0.81 -4.74 1.22
H -1.35 -4.92 -0.56
H -6.59 -1.06 -0.46
H -2.52 -1.23 -2.09
H -1.81 0.32 -2.82
H -3.01 -0.08 0.02
H -1.16 0.25 0.20
H -1.81 2.30 -1.70
H -3.40 2.24 -0.67
H -1.72 2.56 0.18
H 1.64 0.46 -4.55
H 1.13 1.57 -3.16
H -0.21 0.75 -4.14
H 3.47 0.08 -3.08
C 9.00 0.88 3.26
O 9.74 -0.18 2.69
C 10.76 -0.71 3.53
C 10.56 -2.19 3.90
O 9.35 -2.57 4.55
C 8.12 -2.36 3.87
C 7.90 -3.06 2.52
O 8.85 -2.69 1.53
C 9.60 -3.78 1.00
H 9.36 1.83 2.85
H 7.95 0.77 2.98
H 9.07 0.91 4.35
H 10.88 -0.11 4.45
H 11.70 -0.63 2.97
H 11.36 -2.45 4.59
H 10.73 -2.83 3.04
H 7.91 -1.30 3.80
H 7.35 -2.74 4.55
H 6.92 -2.73 2.14
H 7.84 -4.14 2.66
H 9.57 -4.67 1.65
H 10.64 -3.47 0.90
H 9.22 -4.04 0.01
C -5.72 5.02 0.46
O -6.36 4.00 -0.28
C -7.36 3.28 0.44
C -8.77 3.41 -0.15
O -9.33 4.71 -0.29
C -8.67 5.65 -1.14
C -8.50 5.31 -2.62
O -7.74 4.12 -2.84
C -8.44 3.11 -3.57
H -4.74 4.66 0.79
H -5.56 5.88 -0.18
H -6.29 5.34 1.34
H -7.37 3.56 1.50
H -7.08 2.23 0.39
H -9.44 2.88 0.52
H -8.85 2.88 -1.10
H -7.73 5.95 -0.68
H -9.29 6.56 -1.10
H -7.93 6.12 -3.08
H -9.47 5.27 -3.12
H -9.52 3.25 -3.55
H -8.22 2.15 -3.10
H -8.07 3.09 -4.59